No. 1
Density functional theory data (ωB97M-V/def2-TZVPD) for 11 unconnected molecules or ions with the total composition C35H70O13 in a non-equilibrium geometry.

Bonds (Å) are listed after each position.
Element x y z (Å)
1 O 1.050 2.157 0.817  C2 1.227
2 C 0.567 1.490 -0.092  O1 1.227, O3 1.360, C6 1.481
3 O 0.471 0.141 -0.233  C2 1.360, C4 1.505
4 C 1.027 -0.696 0.888  O3 1.505, C5 1.509, H7 1.242, H8 1.039
5 C 0.443 -2.073 0.689  C4 1.509, H9 1.163, H10 1.067, H11 1.022
6 C -0.067 2.139 -1.262  C2 1.481, H12 1.141, H13 1.079, H14 1.131
7 H 0.631 -0.302 1.997  C4 1.242
8 H 2.054 -0.670 0.732  C4 1.039
9 H 1.052 -2.497 -0.206  C5 1.163
10 H -0.612 -1.968 0.569  C5 1.067
11 H 0.531 -2.715 1.479  C5 1.022
12 H 0.101 3.232 -0.982  C6 1.141
13 H -1.109 1.925 -1.444  C6 1.079
14 H 0.642 2.049 -2.138  C6 1.131
15 O 0.340 5.269 -2.798  C16 1.296
16 C 0.145 4.617 -3.901  O15 1.296, O17 1.322, C20 1.446
17 O 1.046 4.630 -4.869  C16 1.322, C18 1.396
18 C 2.254 5.325 -4.794  O17 1.396, C19 1.548, H21 1.091, H22 1.003
19 C 2.967 5.681 -6.121  C18 1.548, H23 1.119, H24 1.184, H25 1.218
20 C -1.121 3.984 -4.196  C16 1.446, H26 0.976, H27 1.026, H28 0.956
21 H 2.737 4.420 -4.422  C18 1.091
22 H 2.275 6.145 -4.217  C18 1.003
23 H 2.489 6.346 -6.883  C19 1.119
24 H 2.841 4.683 -6.746  C19 1.184
25 H 3.932 6.294 -5.702  C19 1.218
26 H -1.773 4.416 -3.613  C20 0.976
27 H -1.089 2.966 -4.072  C20 1.026
28 H -1.278 4.279 -5.092  C20 0.956
29 C -5.823 0.822 -2.616  C30 1.490, H33 1.211, H34 1.112, H35 1.145
30 C -4.564 1.217 -3.309  C29 1.490, O31 1.306, C32 1.512
31 O -3.735 2.025 -2.705  C30 1.306
32 C -4.207 0.755 -4.704  C30 1.512, H36 1.228, H37 1.145, H38 1.011
33 H -5.830 -0.267 -2.086  C29 1.211
34 H -6.747 0.790 -3.234  C29 1.112
35 H -6.047 1.666 -1.875  C29 1.145
36 H -3.212 1.385 -5.052  C32 1.228
37 H -5.148 1.219 -5.163  C32 1.145
38 H -4.161 -0.250 -4.804  C32 1.011
39 C 4.458 -1.374 -4.052  C40 1.485, H43 1.106, H44 1.186, H45 1.123
40 C 3.334 -2.339 -3.946  C39 1.485, O41 1.388, C42 1.611
41 O 2.711 -2.795 -5.100  C40 1.388
42 C 3.062 -3.034 -2.518  C40 1.611, H46 1.020, H47 1.054, H48 1.135
43 H 4.059 -0.490 -3.520  C39 1.106
44 H 4.398 -0.951 -5.158  C39 1.186
45 H 5.345 -1.980 -3.724  C39 1.123
46 H 2.284 -3.693 -2.548  C42 1.020
47 H 3.015 -2.260 -1.804  C42 1.054
48 H 3.965 -3.631 -2.176  C42 1.135
49 C 0.551 2.411 6.468  C50 1.511, H53 1.186, H54 1.051, H55 1.273
50 C -0.443 2.001 5.407  C49 1.511, O51 1.301, C52 1.538
51 O -1.701 2.134 5.709  C50 1.301
52 C 0.036 1.625 3.995  C50 1.538, H56 1.085, H57 1.086, H58 0.916
53 H 1.313 1.505 6.533  C49 1.186
54 H 0.212 2.874 7.349  C49 1.051
55 H 1.358 3.321 6.093  C49 1.273
56 H -0.857 1.352 3.443  C52 1.085
57 H 0.719 0.797 4.159  C52 1.086
58 H 0.463 2.307 3.557  C52 0.916
59 C -0.695 -5.422 -0.425  C60 1.526, H63 1.055, H64 1.140, H65 1.228
60 C -0.544 -5.656 -1.925  C59 1.526, O61 1.344, C62 1.493
61 O -0.938 -4.730 -2.816  C60 1.344
62 C -0.143 -7.014 -2.399  C60 1.493, H66 1.051, H67 1.032, H68 1.096
63 H -1.414 -4.668 -0.261  C59 1.055
64 H 0.363 -5.339 -0.008  C59 1.140
65 H -1.020 -6.378 0.274  C59 1.228
66 H 0.609 -7.509 -1.856  C62 1.051
67 H 0.249 -7.040 -3.353  C62 1.032
68 H -0.896 -7.803 -2.294  C62 1.096
69 C -2.584 -0.922 5.342  C70 1.582, H73 0.955, H74 0.974, H75 1.060
70 C -2.038 -2.121 4.466  C69 1.582, O71 1.355, C72 1.463
71 O -1.408 -1.877 3.292  C70 1.355
72 C -2.128 -3.513 4.908  C70 1.463, H76 1.077, H77 1.104, H78 1.149
73 H -1.985 -0.666 6.041  C69 0.955
74 H -3.533 -0.977 5.552  C69 0.974
75 H -2.598 -0.151 4.614  C69 1.060
76 H -1.300 -3.884 5.489  C72 1.077
77 H -2.492 -4.066 4.025  C72 1.104
78 H -3.078 -3.680 5.533  C72 1.149
79 C -0.618 -1.629 -6.079  C80 1.446, H83 1.080, H84 1.038, H85 1.024
80 C -0.413 -0.588 -5.096  C79 1.446, O81 1.390, C82 1.586
81 O -0.037 0.699 -5.463  C80 1.390
82 C -0.817 -0.759 -3.572  C80 1.586, H86 1.142, H87 1.213, H88 1.130
83 H 0.099 -2.388 -5.802  C79 1.080
84 H -0.110 -1.209 -6.881  C79 1.038
85 H -1.624 -1.818 -6.077  C79 1.024
86 H -0.474 -1.839 -3.429  C82 1.142
87 H -1.977 -1.099 -3.673  C82 1.213
88 H -0.961 0.067 -2.814  C82 1.130
89 C 4.598 2.388 2.094  C90 1.537, H93 0.905, H94 1.120, H95 1.193
90 C 4.077 2.190 3.526  C89 1.537, O91 1.278, C92 1.581
91 O 3.460 1.108 3.813  C90 1.278
92 C 4.383 3.377 4.524  C90 1.581, H96 1.009, H97 1.061, H98 1.028
93 H 3.899 2.280 1.529  C89 0.905
94 H 5.458 1.703 1.878  C89 1.120
95 H 4.900 3.531 2.255  C89 1.193
96 H 3.852 3.094 5.334  C92 1.009
97 H 4.371 4.410 4.281  C92 1.061
98 H 5.217 3.352 5.124  C92 1.028
99 C -3.724 1.046 0.991  C100 1.524, H103 1.163, H104 1.124, H105 1.317
100 C -4.885 2.025 0.865  C99 1.524, O101 1.357, C102 1.438
101 O -6.164 1.571 0.863  C100 1.357
102 C -4.543 3.420 0.796  C100 1.438, H106 1.059, H107 1.194, H108 1.162
103 H -3.222 0.737 -0.012  C99 1.163
104 H -3.948 0.043 1.447  C99 1.124
105 H -2.667 1.363 1.710  C99 1.317
106 H -5.366 4.078 0.903  C102 1.059
107 H -3.831 3.787 -0.090  C102 1.194
108 H -4.002 3.700 1.785  C102 1.162
109 C 1.471 -2.277 5.292  C110 1.538, H113 1.011, H114 0.939, H115 1.133
110 C 2.517 -3.377 5.044  C109 1.538, O111 1.324, C112 1.493
111 O 3.249 -3.287 3.944  C110 1.324
112 C 2.575 -4.470 6.060  C110 1.493, H116 1.208, H117 1.011, H118 1.071
113 H 1.665 -1.555 5.972  C109 1.011
114 H 0.622 -2.612 5.513  C109 0.939
115 H 1.420 -1.901 4.224  C109 1.133
116 H 1.501 -5.008 6.190  C112 1.208
117 H 2.795 -4.044 6.950  C112 1.011
118 H 3.419 -5.086 5.827  C112 1.071

Output
**Energy above the lowest of the compared OMol25 structures with the same formula, charge and spin**: 521.5 kJ/mol
**Electronic energy**: -64028.01547 eV
**Frontier orbital gap**: 9.40 eV
**E_HOMO**: -9.11 eV
**Net charge**: 0

Löwdin population analysis, charges in e, atoms 1 to 8:
1. O 0.07
2. C -0.54
3. O -0.04
4. C -0.16
5. C -0.08
6. C 0.00
7. H 0.16
8. H 0.09

No. 2
Density functional theory data (ωB97M-V/def2-TZVPD) for 11 unconnected molecules or ions with the total composition C35H70O29 in a non-equilibrium geometry.

Bonds (Å) are listed after each position.
Element x y z (Å)
1 C -1.468 -1.872 5.349  C2 1.504, C5 1.530, H6 1.090, H7 1.090
2 C -0.864 -2.019 3.980  C1 1.504, C3 1.522, H8 1.090, H9 1.090
3 C -0.692 -3.495 3.647  C2 1.522, O4 1.429, H10 1.090, H11 1.090
4 O -0.883 -4.070 4.941  C3 1.429, C5 1.440
5 C -0.824 -3.097 6.000  C1 1.530, O4 1.440, H12 1.090, H13 1.090
6 H -2.528 -2.091 5.223  C1 1.090
7 H -1.336 -0.901 5.828  C1 1.090
8 H 0.094 -1.504 4.042  C2 1.090
9 H -1.481 -1.445 3.289  C2 1.090
10 H 0.330 -3.714 3.337  C3 1.090
11 H -1.496 -3.880 3.021  C3 1.090
12 H 0.209 -2.998 6.335  C5 1.090
13 H -1.244 -3.414 6.955  C5 1.090
14 C 3.923 4.289 -1.547  C15 1.471, C18 1.501, H19 1.090, H20 1.090
15 C 4.557 3.040 -1.997  C14 1.471, C16 1.544, H21 1.090, H22 1.090
16 C 4.390 3.031 -3.532  C15 1.544, O17 1.461, H23 1.090, H24 1.090
17 O 4.076 4.426 -3.830  C16 1.461, C18 1.431
18 C 3.173 4.742 -2.765  C14 1.501, O17 1.431, H25 1.090, H26 1.090
19 H 4.662 5.046 -1.287  C14 1.090
20 H 3.237 4.285 -0.700  C14 1.090
21 H 4.147 2.235 -1.387  C15 1.090
22 H 5.642 3.115 -1.924  C15 1.090
23 H 3.601 2.341 -3.832  C16 1.090
24 H 5.215 2.546 -4.055  C16 1.090
25 H 2.141 4.465 -2.978  C18 1.090
26 H 3.262 5.829 -2.758  C18 1.090
27 C 2.317 -0.956 -2.964  O28 1.443, H33 1.090, H34 1.090, H35 1.090
28 O 1.171 -0.301 -3.548  C27 1.443, C29 1.317
29 C 0.065 -1.012 -3.623  O28 1.317, O30 1.236, O31 1.339
30 O -0.194 -2.039 -2.985  C29 1.236
31 O -0.857 -0.350 -4.333  C29 1.339, C32 1.439
32 C -1.992 -1.083 -4.827  O31 1.439, H36 1.090, H37 1.090, H38 1.090
33 H 2.152 -1.336 -1.956  C27 1.090
34 H 3.096 -0.196 -2.911  C27 1.090
35 H 2.680 -1.545 -3.807  C27 1.090
36 H -2.401 -1.612 -3.967  C32 1.090
37 H -1.786 -1.915 -5.500  C32 1.090
38 H -2.828 -0.489 -5.198  C32 1.090
39 C 4.861 -0.659 1.461  O40 1.441, H45 1.090, H46 1.090, H47 1.090
40 O 6.241 -0.344 1.190  C39 1.441, C41 1.327
41 C 6.870 -1.078 0.281  O40 1.327, O42 1.235, O43 1.408
42 O 6.346 -2.059 -0.257  C41 1.235
43 O 8.241 -0.761 0.339  C41 1.408, C44 1.437
44 C 9.212 -1.362 -0.535  O43 1.437, H48 1.090, H49 1.090, H50 1.090
45 H 4.841 -1.626 1.963  C39 1.090
46 H 4.288 -0.691 0.534  C39 1.090
47 H 4.433 0.164 2.034  C39 1.090
48 H 10.269 -1.264 -0.286  C44 1.090
49 H 8.960 -1.324 -1.594  C44 1.090
50 H 9.074 -2.379 -0.168  C44 1.090
51 C -6.156 -3.551 3.643  O52 1.352, H57 1.090, H58 1.090, H59 1.090
52 O -5.197 -2.672 3.277  C51 1.352, C53 1.360
53 C -5.445 -1.503 2.626  O52 1.360, O54 1.283, O55 1.356
54 O -6.488 -1.256 1.920  C53 1.283
55 O -4.276 -0.828 2.498  C53 1.356, C56 1.429
56 C -4.194 0.409 1.788  O55 1.429, H60 1.090, H61 1.090, H62 1.090
57 H -7.051 -3.107 4.079  C51 1.090
58 H -5.766 -4.253 4.379  C51 1.090
59 H -6.529 -4.215 2.862  C51 1.090
60 H -4.810 0.404 0.889  C56 1.090
61 H -3.162 0.727 1.637  C56 1.090
62 H -4.503 1.137 2.538  C56 1.090
63 C -5.265 3.812 -6.870  O64 1.390, H69 1.090, H70 1.090, H71 1.090
64 O -4.185 3.814 -5.995  C63 1.390, C65 1.285
65 C -3.123 3.125 -6.222  O64 1.285, O66 1.207, O67 1.343
66 O -2.877 2.352 -7.115  C65 1.207
67 O -2.225 3.429 -5.271  C65 1.343, C68 1.395
68 C -1.005 2.760 -5.161  O67 1.395, H72 1.090, H73 1.090, H74 1.090
69 H -5.488 4.837 -7.164  C63 1.090
70 H -6.084 3.417 -6.269  C63 1.090
71 H -5.269 3.165 -7.747  C63 1.090
72 H -1.004 1.670 -5.162  C68 1.090
73 H -0.655 3.043 -4.168  C68 1.090
74 H -0.317 3.109 -5.930  C68 1.090
75 C 1.706 0.097 6.120  O76 1.456, H81 1.090, H82 1.090, H83 1.090
76 O 2.218 -1.266 6.125  C75 1.456, C77 1.320
77 C 2.990 -1.679 5.137  O76 1.320, O78 1.239, O79 1.381
78 O 3.576 -0.974 4.303  C77 1.239
79 O 3.135 -3.036 5.350  C77 1.381, C80 1.462
80 C 4.044 -3.848 4.542  O79 1.462, H84 1.090, H85 1.090, H86 1.090
81 H 0.704 0.160 6.544  C75 1.090
82 H 1.497 0.524 5.139  C75 1.090
83 H 2.247 0.817 6.734  C75 1.090
84 H 3.894 -3.486 3.525  C80 1.090
85 H 3.843 -4.912 4.666  C80 1.090
86 H 5.114 -3.753 4.724  C80 1.090
87 C -3.796 -1.352 -1.372  O88 1.385, H93 1.090, H94 1.090, H95 1.090
88 O -4.538 -0.676 -2.326  C87 1.385, C89 1.293
89 C -4.737 0.602 -2.340  O88 1.293, O90 1.258, O91 1.349
90 O -4.321 1.461 -1.521  C89 1.258
91 O -5.576 0.799 -3.378  C89 1.349, C92 1.455
92 C -6.154 2.127 -3.524  O91 1.455, H96 1.090, H97 1.090, H98 1.090
93 H -4.538 -1.780 -0.698  C87 1.090
94 H -3.041 -0.716 -0.910  C87 1.090
95 H -3.262 -2.181 -1.837  C87 1.090
96 H -5.326 2.786 -3.267  C92 1.090
97 H -6.955 2.296 -2.805  C92 1.090
98 H -6.519 2.312 -4.535  C92 1.090
99 C -0.198 1.770 -1.444  O100 1.418, H105 1.090, H106 1.090, H107 1.090
100 O 0.776 0.951 -0.818  C99 1.418, C101 1.318
101 C 0.421 0.045 0.071  O100 1.318, O102 1.275, O103 1.333
102 O -0.766 -0.275 0.407  C101 1.275
103 O 1.525 -0.593 0.460  C101 1.333, C104 1.384
104 C 1.419 -1.765 1.189  O103 1.384, H108 1.090, H109 1.090, H110 1.090
105 H -1.112 1.311 -1.822  C99 1.090
106 H 0.349 2.350 -2.187  C99 1.090
107 H -0.611 2.508 -0.757  C99 1.090
108 H 1.120 -1.469 2.195  C104 1.090
109 H 2.407 -2.056 1.546  C104 1.090
110 H 0.907 -2.530 0.606  C104 1.090
111 C -0.115 4.223 1.083  O112 1.438, H117 1.090, H118 1.090, H119 1.090
112 O 0.179 5.444 1.782  C111 1.438, C113 1.339
113 C 1.304 6.129 1.544  O112 1.339, O114 1.222, O115 1.295
114 O 2.176 5.802 0.754  C113 1.222
115 O 1.186 7.147 2.336  C113 1.295, C116 1.418
116 C 2.196 8.142 2.352  O115 1.418, H120 1.090, H121 1.090, H122 1.090
117 H -0.926 3.663 1.549  C111 1.090
118 H 0.795 3.623 1.036  C111 1.090
119 H -0.488 4.492 0.095  C111 1.090
120 H 1.742 9.082 2.038  C116 1.090
121 H 2.950 7.820 1.634  C116 1.090
122 H 2.653 8.238 3.337  C116 1.090
123 C -3.630 -5.131 1.132  O124 1.435, H129 1.090, H130 1.090, H131 1.090
124 O -2.880 -5.930 0.205  C123 1.435, C125 1.335
125 C -1.599 -5.607 0.016  O124 1.335, O126 1.222, O127 1.409
126 O -0.940 -4.748 0.580  C125 1.222
127 O -1.058 -6.378 -1.032  C125 1.409, C128 1.352
128 C 0.196 -6.113 -1.462  O127 1.352, H132 1.090, H133 1.090, H134 1.090
129 H -4.667 -5.223 0.809  C123 1.090
130 H -3.389 -4.068 1.145  C123 1.090
131 H -3.625 -5.434 2.179  C123 1.090
132 H 0.546 -6.960 -2.051  C128 1.090
133 H 0.919 -6.109 -0.646  C128 1.090
134 H 0.208 -5.173 -2.014  C128 1.090

Output
**Electronic energy**: -96800.91145 eV
**Frontier orbital gap**: 9.61 eV
**E_HOMO**: -9.29 eV
**Net charge**: 0

Löwdin population analysis, charges in e, atoms 1 to 8:
1. C -0.15
2. C -0.19
3. C -0.16
4. O -0.15
5. C -0.19
6. H 0.11
7. H 0.11
8. H 0.08

Question: Among the records above, which one has the lowest E_HOMO?
Answer: C35H70O29